1.
Molecular formula: CH5FP2
Method: DFT, wB97M-V/def2-TZVPD

The calculation puts the highest occupied orbital energy at -9.510 eV.

Geometry (Å):
C 0.0258 0.4685 0.1863
F -0.2871 1.6060 0.9563
P -0.7430 -1.0956 1.0122
P -0.2925 1.0787 -1.4801
H 1.6169 0.5003 0.6471
H 0.1052 -0.9880 2.0264
H 0.1850 -1.9900 0.2271
H -1.2749 0.1118 -1.4606
H 0.6644 0.3081 -2.1146

---

2.
Molecular formula: C13H29N3O7Sr
Method: DFT, wB97M-V/def2-TZVPD

The calculation puts the highest occupied orbital energy at 1.098 eV. As for the net charge: -2.

Geometry (Å):
Sr -1.3185 -0.2863 -0.7900
O 1.4346 -1.1727 -5.4097
C 1.0873 -0.0002 -4.9184
C -0.0594 0.0824 -3.8448
O -0.2183 -0.9780 -2.9830
H 0.7479 0.7214 -5.7253
H 1.9886 0.5175 -4.4168
H -1.0244 0.2381 -4.3889
H 0.1142 1.0368 -3.2583
O -3.3217 1.2386 -0.7973
C -4.4180 0.4774 -0.4628
C -4.4486 -1.0295 -0.7586
O -3.3372 -1.7819 -0.4908
H -5.3263 0.9804 -0.8809
H -4.6095 0.5675 0.6580
H -4.7389 -1.1912 -1.8273
H -5.3390 -1.4584 -0.2230
C -2.0699 0.7282 2.2255
O -1.1670 0.0359 1.7856
N -2.6745 0.5151 3.4184
C -2.1813 -0.4676 4.3501
C -3.8745 1.2382 3.7517
H -2.4271 1.6230 1.6926
H -2.9671 -1.1947 4.5680
H -1.8001 -0.0010 5.2630
H -1.3686 -1.0207 3.8828
H -4.4633 1.4151 2.8500
H -4.4953 0.6454 4.4220
H -3.6542 2.2017 4.2281
C 1.3029 2.2884 -0.0264
O 0.2376 1.7792 -0.2816
N 2.4700 1.9113 -0.5958
C 3.6903 2.6615 -0.3699
C 2.5348 0.7910 -1.5387
H 1.4093 3.1147 0.7006
H 3.8951 3.3010 -1.2337
H 4.5296 1.9863 -0.2029
H 3.5650 3.2986 0.5073
H 3.2425 0.0377 -1.1861
H 1.5468 0.3673 -1.7265
H 2.8465 1.1383 -2.5299
C 1.7468 -2.5002 -0.4195
O 0.6390 -2.0473 -0.3082
N 2.7599 -2.2743 0.4712
C 4.0668 -2.8278 0.2909
C 2.5864 -1.3394 1.5509
H 2.0529 -3.0895 -1.2970
H 4.1228 -3.3352 -0.6726
H 4.2694 -3.6016 1.0489
H 4.8506 -2.0752 0.3948
H 2.8594 -1.7913 2.5097
H 3.1693 -0.4249 1.3910
H 1.5363 -1.0490 1.6039

---

3.
Molecular formula: H3IP2S2
Method: DFT, wB97M-V/def2-TZVPD

The calculation puts the highest occupied orbital energy (alpha / beta) at -8.763 / -9.255 eV.

Geometry (Å):
P -0.9204 -1.2460 0.2817
P 0.8714 0.0455 -0.0994
S 2.1987 -1.3585 -0.0694
S 0.9744 1.4150 1.4926
I -2.9787 0.0580 -0.2883
H -0.6371 -2.0699 -0.9358
H 0.8180 1.6153 -1.8727
H -0.3264 1.5406 1.4912

---

4.
Molecular formula: C21H48N7O15
Method: DFT, wB97M-V/def2-TZVPD

The calculation puts the highest occupied orbital energy at -6.350 eV. As for the net charge: -1.

Geometry (Å):
N -0.0826 0.0722 -0.8262
O -1.1533 -0.3962 -1.3171
O 0.0290 1.2541 -0.5600
O 0.8703 -0.7259 -0.6367
C -1.3815 -2.5801 -3.9906
O -1.6203 -2.3678 -5.3859
C -2.8948 -2.2280 -5.7130
O -3.8369 -2.2777 -4.9666
O -2.9703 -2.0469 -7.0389
C -4.2923 -1.8789 -7.5352
H -0.3062 -2.6663 -3.8516
H -1.8400 -3.5077 -3.6542
H -1.7088 -1.7189 -3.4120
H -4.2075 -1.9039 -8.6175
H -4.7199 -0.9379 -7.1930
H -4.9394 -2.6938 -7.2094
C -0.3585 -8.4191 -0.6651
O -0.8010 -7.0945 -0.9079
C -0.0482 -6.1023 -0.4120
O 0.9718 -6.2334 0.2088
O -0.6019 -4.9537 -0.7619
C -0.0387 -3.7772 -0.1619
H -0.1357 -8.8856 -1.6227
H -1.1106 -8.9481 -0.0877
H 0.5722 -8.4190 -0.0916
H -0.6017 -2.9442 -0.5706
H 1.0006 -3.6304 -0.4593
H -0.0592 -3.8262 0.9252
C 2.9714 6.4558 1.4134
C 2.0541 5.7178 0.4515
O 0.8967 5.4933 0.7146
N 2.6148 5.3279 -0.7376
C 1.9048 4.4700 -1.6534
H 4.0142 6.1549 1.2737
H 2.6900 6.1020 2.4047
H 2.8776 7.5343 1.3361
H 3.6086 5.4290 -0.8280
H 2.5623 4.2290 -2.4871
H 1.0387 4.9727 -2.0941
H 1.4897 3.5780 -1.1785
C 0.5120 -0.2567 3.1012
C 0.4591 0.4757 4.4240
O -0.1130 1.5230 4.5952
N 1.1241 -0.1291 5.4664
C 1.1247 0.4437 6.7947
H 1.5333 -0.5558 2.8659
H 0.0860 0.3631 2.3177
H -0.1106 -1.1536 3.1965
H 1.5249 -1.0444 5.3769
H 0.1903 0.9669 6.9820
H 1.9459 1.1528 6.9335
H 1.2339 -0.3616 7.5226
C 3.5603 1.6860 0.8113
C 3.1027 2.1330 2.1866
O 2.0034 2.6149 2.3694
N 3.9874 1.9192 3.2153
C 3.6871 2.3613 4.5610
H 2.8659 0.9218 0.4680
H 4.5766 1.2854 0.8524
H 3.5416 2.5299 0.1246
H 4.9560 1.8042 2.9780
H 4.6093 2.6319 5.0715
H 3.2103 1.5573 5.1296
H 2.9774 3.1879 4.5449
O -3.0020 0.6465 2.5480
C -3.0570 -0.5383 2.3243
N -2.7435 -1.1530 1.1470
C -3.3994 -1.5178 3.4527
H -2.4063 -0.6565 0.3277
H -2.6955 -2.1540 1.1588
H -4.1391 -1.0507 4.0974
H -2.4783 -1.7401 3.9878
H -3.8603 -2.4408 3.0869
O -3.3113 2.4726 0.0871
C -4.1081 2.0638 -0.7249
N -3.7860 1.1004 -1.6430
C -5.5113 2.6296 -0.8203
H -2.8571 0.6983 -1.5717
H -4.4818 0.6738 -2.2235
H -5.4482 3.7146 -0.9233
H -6.0912 2.4073 0.0712
H -6.0387 2.3057 -1.7240
O 4.1158 -0.2291 -4.0750
C 3.2579 -0.0558 -3.2143
N 3.3589 -0.5513 -1.9557
C 1.9887 0.7082 -3.4829
H 2.5616 -0.5529 -1.3267
H 4.1313 -1.1735 -1.7873
H 1.6218 1.3002 -2.6456
H 1.1943 0.0389 -3.8223
H 2.1388 1.3701 -4.3383

---

5.
Molecular formula: C5H8N2
Method: DFT, wB97M-V/def2-TZVPD

The calculation puts the highest occupied orbital energy at -7.613 eV.

Geometry (Å):
C -2.3186 -0.1675 0.0687
C -0.8747 -0.0130 0.1517
C -0.4025 1.1777 -0.3182
N 0.9812 1.0053 -0.4644
C 1.3456 -0.2207 0.0980
N 2.7139 -0.5398 0.2286
C 0.2161 -0.8683 0.5197
H -2.7869 -0.3520 -0.8835
H -2.7128 -0.8911 0.8284
H -2.5811 1.2676 -0.2584
H -1.4387 1.7954 -0.6118
H 1.6671 1.7426 -0.5010
H 2.8659 -1.3154 0.8650
H 3.1585 -0.7515 -0.6587
H 0.1669 -1.8695 0.9358

---

6.
Molecular formula: C5H8Ag3BBr4F4O3
Method: DFT, wB97M-V/def2-TZVPD

As for the expectation value of S²: 0.7592. The calculation puts the highest occupied orbital energy (alpha / beta) at -12.326 / -12.326 eV. As for the net charge: +1. As for the multiplicity: 2.

Geometry (Å):
Ag 5.5040 8.4107 24.3142
Ag 2.7433 5.8083 27.6525
Ag 6.0627 4.9690 25.7625
C 5.3116 5.2066 28.8693
O 4.9139 4.5133 27.9535
O 6.3328 4.8806 29.4147
O 4.8266 6.2940 29.0469
B 3.6075 6.3757 25.0544
F 4.2126 6.4767 23.8211
F 3.5219 5.0635 25.5065
F 4.3169 7.0185 26.0553
F 2.3327 6.8840 25.0455
Br 3.8963 9.5657 22.1123
C 3.1575 7.9489 21.2634
C 4.2608 7.4272 20.3344
Br 3.6232 5.7032 19.7098
H 2.2748 8.1644 20.6613
H 2.8419 7.2080 21.9979
H 5.1812 7.2743 20.8980
H 4.3935 8.1582 19.5368
Br 2.5640 2.0688 24.3815
C 1.5718 3.4120 23.3123
C 2.1462 3.5175 21.9413
Br 1.8759 1.9959 20.7178
H 1.8108 4.3838 23.7443
H 0.5176 3.1358 23.2904
H 3.1996 3.7711 22.0600
H 1.5954 4.3136 21.4404

---

7.
Molecular formula: C16H12F5FeN2O6S2
Method: DFT, wB97M-V/def2-TZVPD

As for the expectation value of S²: 8.7678. The calculation puts the highest occupied orbital energy (alpha / beta) at -9.522 / -9.482 eV. As for the multiplicity: 6.

Geometry (Å):
Fe -0.9200 -2.1166 0.0282
F -4.4257 -4.8313 -4.5870
C -4.2155 -4.1449 -3.4656
C -3.0452 -4.3680 -2.7333
F -2.2190 -5.4070 -3.0632
C -2.7980 -3.6667 -1.5479
F -1.6301 -3.9918 -0.8774
C -3.6380 -2.6092 -1.1293
S -3.1876 -1.5315 0.1549
C -4.8180 -2.3973 -1.9060
F -5.7724 -1.4694 -1.5000
C -5.1149 -3.1527 -3.0303
F -6.2730 -2.9383 -3.7197
C 1.7755 5.2910 4.2361
C 1.6392 4.3515 3.0083
C 2.7512 3.7271 2.3625
C 2.5426 2.9171 1.2152
C 1.2430 2.6602 0.7770
C 0.1378 3.0999 1.4944
C 0.2666 3.9526 2.6144
S 0.8651 1.6069 -0.5882
O 0.3825 2.4125 -1.7156
O -0.0318 0.6351 -0.0391
N 2.2719 0.9912 -1.0988
C 2.8425 -0.2009 -0.5870
C 2.7911 -1.3263 -1.6438
C 1.6354 -2.3462 -1.3704
O 2.0051 -3.5353 -1.2442
O 0.4667 -1.8577 -1.3072
H 2.1037 4.5744 5.0136
H 0.8411 5.7964 4.5512
H 2.4885 6.0774 4.1704
H 3.7488 3.9858 2.7074
H 3.3483 2.6722 0.5684
H -0.8240 2.7502 1.1181
H -0.5692 4.5099 3.0615
H 2.5078 1.4010 -2.0139
H 2.2360 -0.4423 0.2868
H 3.8358 -0.1443 -0.1478
H 3.6942 -1.9585 -1.6891
H 2.6169 -0.8770 -2.6297
O -0.8896 -3.6079 1.7204
N -0.5014 -2.7882 2.5496
O -0.1639 -1.7031 1.9960

---

8.
Molecular formula: C5H6
Method: DFT, wB97M-V/def2-TZVPD

The calculation puts the highest occupied orbital energy at -8.762 eV. As for the SMILES: C=CC1=CC1.

Geometry (Å):
C -1.2731 -0.4267 0.2186
C 1.8802 -0.2801 0.1749
C -1.6448 1.0337 0.1030
C 0.8119 0.0300 -0.4688
C -0.4188 0.7394 -0.1676
H -0.9009 -0.8668 1.1613
H -1.3993 -1.0715 -0.6243
H 2.6306 -0.8510 -0.2517
H 1.7429 -0.1923 1.2555
H -2.1288 1.9817 0.1397
H 0.7000 -0.0963 -1.5405